# 1
55
Properties=species:S:1:pos:R:3 method="wB97M-V/def2-TZVPD" lumo_energy_ev="-12.411 / -16.558" gap_ev="9.17 / 5.01" spin_multiplicity=4 charge=+4 largest_force_ev_per_a=9.146 homo_energy_ev="-21.6 / -21.6" s_squared=3.79
Re 0.68422 -0.44759 -1.70159
O 2.10325 1.37606 0.48424
O 0.08387 -0.07645 2.33618
O -0.41382 -2.49162 0.47483
N 0.82650 -0.53248 4.43387
N -3.60074 -0.41265 0.87482
N 2.73546 -1.79038 -1.45004
N -1.17977 0.73379 4.02612
N -1.06444 3.43278 0.92167
C -0.47255 4.28156 0.39284
C 0.71350 1.20757 -2.99909
C 1.17163 0.08111 -3.69019
C -0.01106 -1.73752 -0.30623
C 1.91257 -1.25986 3.82494
C 3.69915 -2.41723 -1.50097
C 4.91269 -3.20597 -1.46112
C -0.81881 -1.12334 -3.01194
C -1.68202 0.78769 5.38415
C -1.24417 -0.01788 -2.24739
C 0.40159 -1.09200 -3.69489
C 1.57919 0.70341 -0.29952
C -0.47657 1.15445 -2.24510
C -4.85633 -2.41566 -0.23885
C -2.01730 1.29893 3.00164
C -0.08226 0.03708 3.56471
C 0.23405 5.39109 -0.22108
C 0.93530 -0.32682 5.86153
C -4.13362 -1.30586 0.35963
H -5.92932 -2.18358 -0.28365
H 2.86640 -0.73525 3.97849
H 1.90199 -0.73567 6.17539
H -1.05569 1.42242 6.02620
H 0.77207 -1.98182 -4.19522
H -1.45792 2.00266 2.36621
H 1.31840 2.10880 -2.98289
H 4.68181 -4.24690 -1.72812
H -4.49150 -2.60466 -1.25732
H 1.70592 -1.33873 2.75779
H 0.83021 5.03988 -1.07361
H -2.83658 1.83286 3.49443
H -2.14832 -0.07183 -1.64808
H -1.40845 -2.03534 -3.00928
H 2.13659 0.09889 -4.18780
H -0.79433 2.00489 -1.64968
H 0.90812 0.73850 6.12874
H -0.48375 6.14324 -0.57518
H -1.76825 -0.21202 5.83112
H 5.63871 -2.79666 -2.17745
H -2.43973 0.53204 2.33036
H -4.71641 -3.32266 0.36456
H -2.67905 1.23506 5.33574
H 0.90356 5.85974 0.51264
H 0.14936 -0.86210 6.41296
H 1.99849 -2.25736 4.27394
H 5.33715 -3.17201 -0.44722

---

# 2
59
Properties=species:S:1:pos:R:3 method="wB97M-V/def2-TZVPD" lumo_energy_ev="-9.516 / -11.812" gap_ev="6.04 / 3.74" spin_multiplicity=5 charge=+3 largest_force_ev_per_a=0.362 homo_energy_ev="-15.6 / -15.6" s_squared=6.04
Pt 1.13113 2.03700 0.86391
S 4.25975 5.57975 1.78833
S 3.73695 5.59063 -1.06674
S 2.22399 3.04604 -1.02571
S 5.32442 7.78065 0.12483
S 2.85315 3.00911 2.24784
P 1.81594 -0.17741 1.22224
O -4.00811 -1.05738 0.27326
N 1.50963 -2.87252 1.14790
N -3.63646 -0.90910 -1.97122
N -0.91931 1.99788 0.28174
N 2.55125 -1.96716 3.12505
N 3.80721 -2.07441 1.03968
C -4.27174 -2.21605 -2.20904
C -1.54251 0.90850 -0.19875
C -3.25927 -0.12092 -3.14343
C 2.76620 -3.10127 0.53393
C 2.05690 -0.59888 3.00381
C -3.01360 3.13905 0.31026
C -1.64664 3.10857 0.50495
C 0.83835 -1.65745 0.69683
C 1.61150 -2.96011 2.60429
C 3.08363 4.23504 -0.19169
C 3.34078 4.22375 1.18965
C -4.41953 0.68358 -3.70526
C 4.46972 6.34410 0.27928
C -2.90375 0.85584 -0.40802
C 3.46872 -0.68702 0.57728
C -3.57436 -0.47270 -0.70473
C 3.84692 -2.16040 2.58509
C -3.65699 1.99008 -0.11895
C -3.27593 -3.35235 -2.06738
H -4.76203 1.43143 -2.98878
H 4.24025 0.00003 0.93095
H -2.42512 0.53465 -2.88975
H 0.63083 -2.80537 3.05007
H -2.87950 -3.38429 -1.05236
H -0.92682 0.04201 -0.39084
H -4.73388 1.96369 -0.22627
H 4.22426 -3.15657 2.81625
H -4.69754 -2.18546 -3.21165
H 2.75760 0.10010 3.46576
H -5.09275 -2.32684 -1.50160
H -5.26438 0.03794 -3.94161
H -1.11624 3.97414 0.88111
H 0.72284 -1.66951 -0.38965
H -0.15845 -1.61010 1.14020
H 4.72804 -2.33016 0.67342
H -3.56338 4.04398 0.52556
H -2.45055 -3.24748 -2.77428
H -2.88364 -0.82523 -3.88825
H 4.55365 -1.40421 2.92657
H -4.12471 1.19637 -4.61929
H 3.16118 -4.08097 0.80323
H -3.76286 -4.30542 -2.26704
H 1.96177 -3.95614 2.87592
H 2.72221 -3.00174 -0.55045
H 1.10394 -0.50489 3.52811
H 3.46739 -0.67439 -0.51455

---

# 3
55
Properties=species:S:1:pos:R:3 method="wB97M-V/def2-TZVPD" lumo_energy_ev=0.661 gap_ev=9.02 spin_multiplicity=1 smiles="COC(=O)[C@@H]1C[C@@]2(O)[C@@H](O)[C@@H](O)[C@@H](O)C[C@H]2N1Cc1cc(OC)cc(OC)c1" largest_force_ev_per_a=0.797 homo_energy_ev=-8.4
O 5.01316 2.68052 0.73037
O 4.63414 -1.82918 -0.81999
O -3.86130 -1.76523 1.43345
O 2.21107 -2.09701 0.67454
O 4.74545 0.85959 -1.36319
O -4.57445 2.36089 -0.83544
O -0.43059 -2.15926 -0.44117
O -1.34731 -0.78571 -1.95338
N 0.68847 0.32187 0.53319
C -4.23057 0.26082 0.34042
C -2.38685 -1.72890 -2.19246
C -2.98537 -2.69854 2.02772
C -0.15351 1.42874 0.92916
C -3.79645 1.48102 -0.14764
C -1.59936 1.05318 0.73827
C 4.33219 1.46755 0.91289
C 4.88483 0.39645 -0.03669
C 4.17280 -0.94179 0.17552
C -2.03934 -0.16285 1.25283
C -0.44024 -1.11076 -1.04442
C 0.62272 -0.03230 -0.87955
C 2.07229 0.31897 0.97161
C 2.00964 -0.60345 -1.22784
C -2.46662 1.86728 0.04093
C 2.82531 1.62701 0.69609
C -5.92605 2.03514 -1.04988
C 2.63813 -0.85745 0.15404
C -3.34514 -0.56957 1.03340
H -2.62436 -2.34474 2.99811
H 4.52906 1.16291 1.94635
H -1.96548 -2.72526 -2.33978
H -6.03019 1.12790 -1.65387
H -5.23897 -0.09282 0.20288
H -6.35035 2.87892 -1.59185
H -3.07139 -1.75060 -1.34345
H 2.65861 1.94258 -0.33529
H -2.90299 -1.39150 -3.08713
H 0.06597 2.35014 0.36560
H 2.10667 0.08819 2.04238
H 0.03831 1.61886 1.98942
H 1.94465 -1.52623 -1.80389
H 5.02649 2.85483 -0.22001
H 4.44602 -1.32022 1.17286
H 2.59799 0.11984 -1.78692
H -3.57471 -3.60276 2.17099
H -1.33797 -0.77487 1.79387
H 5.95478 0.24631 0.17795
H 0.35004 0.81875 -1.51912
H -2.13274 -2.91446 1.37721
H 1.24959 -2.17477 0.53527
H 4.15084 -2.65535 -0.69879
H -6.46250 1.90486 -0.10476
H 4.98853 0.11722 -1.93075
H 2.46139 2.41391 1.35815
H -2.14439 2.81133 -0.36826

---

# 4
55
Properties=species:S:1:pos:R:3 method="wB97M-V/def2-TZVPD" lumo_energy_ev=2.035 gap_ev=5.51 spin_multiplicity=1 charge=-1 largest_force_ev_per_a=3.280 homo_energy_ev=-3.5
Ca -0.13916 -0.34610 0.16987
F 1.91659 -0.71462 3.50188
F -0.14945 -1.79294 3.65482
F 0.04529 0.19041 2.44876
F 0.98224 -1.73344 1.60183
O 0.44547 -1.13226 -6.47832
O -0.13164 -0.10706 -2.25227
C 2.42034 1.34695 1.11824
C -2.63032 0.52914 1.01845
C -0.61185 0.63627 -3.42278
C 1.26030 -2.18999 -7.05009
C 1.05394 -0.56924 -3.02633
C 2.86315 1.20968 -0.22696
C 0.39115 -0.80972 -8.88998
C -0.71599 2.11369 -3.16685
C -1.88004 0.02594 -3.97553
C -2.76969 0.33254 -0.38278
C -2.49711 -0.74789 1.63000
C -2.55677 -1.73764 0.61027
C -2.69816 -1.07007 -0.63797
C 0.61216 0.22834 -4.24067
C 1.35907 -1.96758 -8.56457
C -0.03236 -0.23109 -7.52642
C 2.09569 2.09457 -1.03196
C 1.16930 2.77723 -0.18591
C 1.39684 2.33702 1.14652
B 0.72409 -1.04087 2.90224
H -2.05297 0.42875 -4.98858
H 1.08318 -2.87191 -9.10910
H 2.80682 0.80782 1.97483
H -0.49715 -1.18056 -9.41254
H 2.23878 2.27899 -2.09626
H -2.40550 -0.94554 2.69310
H -1.80576 -1.06918 -4.02330
H -2.82022 -1.55100 -1.60716
H -3.00199 1.10841 -1.11020
H 0.36986 -0.44668 -5.07859
H 1.26515 1.04939 -4.56239
H 0.39306 0.78057 -7.37643
H 1.00226 -1.65979 -3.19088
H 0.27214 2.52354 -2.92031
H -1.13108 -0.17313 -7.41838
H 2.00750 -0.22822 -2.59866
H 2.38540 -1.70061 -8.83265
H 0.85714 -0.03344 -9.50253
H 0.76519 -3.14307 -6.81850
H 3.68285 0.57331 -0.57178
H 0.91027 2.73416 2.03594
H -1.40598 2.30708 -2.33160
H 0.45062 3.53537 -0.49223
H -2.55575 -2.81722 0.77339
H -1.10936 2.59307 -4.07420
H -2.67095 1.48922 1.53918
H 2.26033 -2.16642 -6.58975
H -2.72960 0.29542 -3.33931

---

# 5
57
Properties=species:S:1:pos:R:3 method="wB97M-V/def2-TZVPD" lumo_energy_ev=-0.087 gap_ev=7.35 spin_multiplicity=1 largest_force_ev_per_a=1.106 homo_energy_ev=-7.4
Sn 0.55349 1.45183 2.00111
O -1.53315 -1.27763 -1.39757
O -0.52503 0.76441 -0.56751
O -2.10061 -0.53629 0.68522
O -1.65030 1.64864 -2.29066
O 4.08594 3.73255 1.09090
O 2.53022 2.30385 1.79714
O -0.53966 4.27221 1.57199
N 1.17418 3.00334 -0.61748
C 0.56912 2.47278 -1.83803
C 2.61855 2.79592 -0.55201
C -2.14650 -2.76605 1.54056
C -2.05418 -3.61876 -1.18368
C -2.79646 -1.80256 0.55227
C 3.14779 2.98769 0.88948
C 3.71388 -1.12252 1.40993
C 4.01985 -2.42500 -0.59103
C 2.64306 -2.51988 -0.72864
C 1.42859 -0.65947 2.34020
C -0.51175 4.66816 0.21423
C 2.32469 -1.23409 1.30616
C 4.54866 -1.71008 0.47400
C 1.81021 -1.92646 0.20549
C -0.66348 1.61870 -1.61481
C 0.84632 4.42653 -0.43308
C -4.25148 -1.57866 0.93682
C -2.55978 -2.19942 -0.96384
C -3.76668 -1.94386 -1.86398
B -1.39113 -0.33145 -0.44837
H 0.73366 -1.99368 0.08139
H 3.17112 3.47769 -1.20814
H 0.87920 4.95653 -1.39564
H 0.57545 -1.31953 2.52163
H 0.29573 3.27129 -2.53328
H 1.61097 4.85864 0.21735
H -1.90738 -3.77359 -2.25151
H -1.10098 -3.78847 -0.68776
H 2.84701 1.76048 -0.81451
H 4.13824 -0.57141 2.24019
H -2.61366 -3.74751 1.49348
H -4.82634 -2.49471 0.80891
H -2.78594 -4.34046 -0.82290
H -3.47112 -2.14518 -2.89251
H -4.29018 -1.27852 1.98309
H -4.59943 -2.59339 -1.60098
H 5.62197 -1.62543 0.58569
H -1.28918 4.08980 -0.29009
H -4.70173 -0.78350 0.34719
H 1.97168 -0.55006 3.28512
H 1.27396 1.80744 -2.34479
H 2.21835 -3.06988 -1.55950
H 4.67325 -2.89925 -1.31095
H -1.08073 -2.85348 1.33672
H -0.76350 5.73230 0.13257
H -2.26289 -2.36363 2.54619
H -4.07580 -0.90126 -1.80451
H 0.23391 4.64435 2.01273